a) The following is a DFT calculation (ωB97M-V/def2-TZVPD) of 2 unconnected molecules or ions with the total composition C6H6N2O2.

Positions of all 16 atoms, in Å:
C: -4.7418 0.3952 -0.1758
C: -5.0679 -0.4893 0.5801
C: 2.0577 1.3819 0.1097
C: 0.6818 1.0525 -0.2194
C: 0.3244 -0.2283 -0.3942
C: 2.5411 -1.0642 0.0946
H: -4.4925 1.1405 -0.9133
H: -5.4085 -1.2522 1.3124
H: 3.8517 0.4414 0.4399
H: -0.0176 1.8830 -0.2817
H: -0.6946 -0.5031 -0.6593
H: 0.9603 -2.2453 -0.3452
N: 2.8936 0.2618 0.2172
N: 1.2492 -1.2656 -0.3291
O: 2.5406 2.4763 0.2896
O: 3.3223 -1.9846 0.2744

Orbital gap: 10.16 eV
Multiplicity: 1
E_HOMO: -9.691 eV
Molecular weight: 138.126 Da

b) The following is a DFT calculation (ωB97M-V/def2-TZVPD) of 2 unconnected molecules or ions with the total composition C6H6N2O2.

Positions of all 16 atoms, in Å:
C: 4.6772 -0.2193 0.5035
C: 3.4898 -0.0104 0.3265
C: -0.2192 -0.7293 -0.3485
C: -0.0828 0.6898 -0.3277
C: -1.1756 1.3436 -0.2289
C: -2.6135 -0.4230 0.1736
H: 5.6756 -0.7682 0.8565
H: 2.4897 0.2462 -0.0777
H: -1.9121 -2.2618 -0.3603
H: 0.8473 1.0356 -0.6395
H: -1.0275 2.4894 -0.2491
H: -3.1318 1.4747 0.4038
N: -1.5960 -1.2179 -0.1832
N: -2.3973 0.8198 -0.0100
O: 0.6152 -1.5212 -0.6457
O: -3.6388 -0.9481 0.8067

Orbital gap: 10.28 eV
Multiplicity: 1
E_HOMO: -10.014 eV
Molecular weight: 138.126 Da

Result of the stability comparison: a) is the most stable of them.

a) The following is a DFT calculation (ωB97M-V/def2-TZVPD) of a molecular structure, C39H34N5P2SW.

Positions of all 82 atoms, in Å:
W: -0.4019 0.0044 0.1576
C: -7.7827 2.8717 4.2091
S: -6.0098 3.2060 4.1454
C: -5.8188 3.6759 2.3929
C: -4.4464 3.2624 1.8690
C: -4.2341 1.7583 1.9842
N: -2.9623 1.3116 1.3605
P: -2.7607 0.8656 -0.2831
C: -4.1774 1.4348 -1.2036
C: -4.1366 2.6667 -1.8663
C: -5.2515 3.0830 -2.5700
C: -6.3831 2.2753 -2.6267
C: -6.4089 1.0424 -1.9861
C: -5.3014 0.6065 -1.2794
C: -1.2879 1.8990 -0.7162
C: -0.4566 1.3204 -1.7287
C: 0.9001 1.7034 -1.8228
C: 1.4431 2.5890 -0.8982
C: 0.6387 3.1476 0.1018
C: -0.7061 2.8098 0.1921
P: -1.7481 0.4807 2.2151
C: -2.2989 -1.2044 2.5532
C: -1.3880 -2.2359 2.2939
C: -1.7539 -3.5631 2.4582
C: -3.0380 -3.8620 2.8932
C: -3.9412 -2.8420 3.1775
C: -3.5764 -1.5144 3.0203
C: -1.4802 1.3137 3.7711
C: -1.3725 0.5330 4.9266
C: -1.0883 1.1434 6.1375
C: -0.8835 2.5148 6.1959
C: -0.9781 3.2913 5.0447
C: -1.2634 2.6953 3.8314
H: -8.0127 2.6192 5.2414
H: -8.0432 2.0346 3.5640
H: -8.3498 3.7557 3.9264
H: -5.9339 4.7555 2.3155
H: -6.6141 3.1977 1.8177
H: -3.6679 3.7818 2.4369
H: -4.3633 3.5686 0.8222
H: -5.0755 1.2241 1.5375
H: -4.1970 1.4914 3.0393
H: -3.2531 3.2912 -1.8227
H: -5.2363 4.0352 -3.0829
H: -7.2481 2.6071 -3.1859
H: -7.2844 0.4109 -2.0543
H: -5.3070 -0.3678 -0.8068
H: -0.9131 0.7721 -2.5436
H: 1.5049 1.3314 -2.6406
H: 2.4840 2.8781 -0.9721
H: 1.0606 3.8660 0.7932
H: -1.3428 3.2893 0.9231
H: -0.3561 -2.0015 2.0362
H: -1.0451 -4.3591 2.2693
H: -3.3302 -4.8945 3.0338
H: -4.9358 -3.0856 3.5265
H: -4.2847 -0.7322 3.2632
H: -1.5333 -0.5360 4.8853
H: -1.0291 0.5459 7.0371
H: -0.6489 2.9853 7.1416
H: -0.8290 4.3614 5.0990
H: -1.3558 3.3095 2.9458
N: -0.6944 -1.6254 -0.8117
C: -1.1912 -2.6189 -1.2498
C: -1.9396 -3.6080 -1.7382
C: -3.2481 -3.1352 -2.0897
N: -4.2719 -2.6428 -2.2685
C: -1.5600 -4.9736 -1.8486
N: -1.2570 -6.0786 -1.9334
N: 1.4671 -0.2929 0.8777
C: 2.4692 -0.7527 1.2534
C: 3.6679 -1.3050 1.7036
C: 3.7219 -1.7943 3.0267
C: 4.8634 -2.4306 3.4571
C: 5.9508 -2.5708 2.5963
C: 5.9079 -2.0629 1.2991
C: 4.7728 -1.4348 0.8399
H: 2.8726 -1.6699 3.6862
H: 4.9163 -2.8173 4.4654
H: 6.8416 -3.0795 2.9409
H: 6.7653 -2.1657 0.6484
H: 4.7292 -1.0404 -0.1667

Orbital gap (spin up / spin down): 3.27 / 3.22 eV
Multiplicity: 1
Total charge: +3
E_HOMO (spin up / spin down): -14.469 / -14.469 eV
Molecular weight: 850.591 Da

b) The following is a DFT calculation (ωB97M-V/def2-TZVPD) of a molecular structure, C39H34N5P2SW.

Positions of all 82 atoms, in Å:
W: 0.2270 0.1004 0.3423
C: 5.8884 1.1189 6.9495
S: 4.7634 -0.1792 6.4167
C: 5.4529 -0.6144 4.7764
C: 4.3478 -0.9588 3.7860
C: 3.3958 0.2287 3.6224
N: 2.4171 0.0211 2.5532
P: 2.6966 0.4669 0.8911
C: 4.4771 0.6650 0.6844
C: 5.2674 -0.3958 0.2368
C: 6.6214 -0.1904 0.0516
C: 7.1797 1.0592 0.2886
C: 6.3840 2.1182 0.7045
C: 5.0268 1.9310 0.8979
C: 2.1310 -1.1218 0.0946
C: 1.5826 -0.9294 -1.2202
C: 0.7269 -1.9158 -1.7731
C: 0.3418 -3.0142 -1.0222
C: 0.8438 -3.1856 0.2748
C: 1.7240 -2.2602 0.8251
P: 0.7058 0.1091 2.7940
C: 0.2902 1.8524 3.1074
C: -0.6983 2.3822 2.2691
C: -1.0659 3.7110 2.3709
C: -0.4398 4.5224 3.3087
C: 0.5376 4.0032 4.1437
C: 0.8976 2.6679 4.0590
C: 0.2581 -0.8386 4.2651
C: -0.6188 -0.2512 5.1811
C: -1.1147 -0.9997 6.2323
C: -0.7737 -2.3378 6.3583
C: 0.0923 -2.9258 5.4456
C: 0.6033 -2.1856 4.3962
H: 5.5798 1.4049 7.9506
H: 5.8147 1.9722 6.2787
H: 6.9099 0.7461 6.9724
H: 6.1076 -1.4735 4.9249
H: 6.0399 0.2317 4.4224
H: 3.7924 -1.8297 4.1363
H: 4.8121 -1.2038 2.8282
H: 3.9774 1.1353 3.4231
H: 2.8461 0.3666 4.5583
H: 4.8220 -1.3609 0.0370
H: 7.2407 -1.0038 -0.2963
H: 8.2357 1.2115 0.1299
H: 6.8162 3.0954 0.8538
H: 4.3948 2.7604 1.1861
H: 2.0409 -0.1870 -1.8856
H: 0.4080 -1.8322 -2.8044
H: -0.3099 -3.7629 -1.4476
H: 0.5837 -4.0746 0.8339
H: 2.1931 -2.4587 1.7858
H: -1.2355 1.7111 1.5666
H: -1.8350 4.1187 1.7335
H: -0.7273 5.5573 3.3976
H: 1.0231 4.6441 4.8639
H: 1.6380 2.2699 4.7365
H: -0.8987 0.7875 5.0736
H: -1.7796 -0.5396 6.9475
H: -1.1893 -2.9284 7.1595
H: 0.3538 -3.9670 5.5456
H: 1.2743 -2.6493 3.6898
N: 0.1330 1.7330 -0.6711
C: 0.2775 2.8709 -1.0073
C: 0.7379 4.1123 -1.1837
C: 1.9720 4.2523 -0.5043
N: 2.9217 4.2464 0.1373
C: 0.1276 5.1920 -1.8516
N: -0.3698 6.0740 -2.3819
N: -1.6693 -0.5518 0.2550
C: -2.8378 -0.6160 0.1353
C: -4.2077 -0.5478 0.0082
C: -4.9279 0.2250 0.9516
C: -6.2748 0.4364 0.7693
C: -6.9319 -0.1139 -0.3271
C: -6.2382 -0.9076 -1.2355
C: -4.8885 -1.1325 -1.0807
H: -4.4100 0.6525 1.7959
H: -6.8237 1.0381 1.4784
H: -7.9844 0.0759 -0.4729
H: -6.7603 -1.3440 -2.0727
H: -4.3498 -1.7421 -1.7885

Orbital gap (spin up / spin down): 3.03 / 2.91 eV
Multiplicity: 1
Total charge: +3
E_HOMO (spin up / spin down): -14.365 / -14.365 eV
Molecular weight: 850.591 Da

Result of the stability comparison: a) is the most stable of them.